# C9H21FIMnO2P2

A molecular structure, C9H21FIMnO2P2 in a non-equilibrium geometry (ωB97M-V/def2-TZVPD, OMol25).

Last column: Mulliken spin population.
Element x y z (Å)
C -3.860 1.411 -0.507  0.020
C -3.715 0.060 -0.082  -0.008
H -4.931 1.662 -0.608  -0.002
H -3.340 1.520 -1.487  -0.002
H -3.376 2.064 0.256  -0.002
O -3.420 -1.014 0.260  0.007
I 0.386 2.680 -0.832  0.028
Mn 0.161 0.263 -0.080  4.052
P 0.491 0.599 2.306  -0.091
C 1.031 -0.779 3.373  -0.005
C 1.915 1.736 2.469  0.011
H 2.058 2.112 3.494  -0.001
H -0.318 1.683 4.249  -0.002
H 1.763 2.566 1.771  0.002
H -1.217 2.271 2.813  0.000
H 1.996 -1.132 2.997  0.001
H 2.788 1.157 2.161  0.000
C -0.801 1.385 3.312  -0.009
H 1.141 -0.455 4.419  -0.003
H -1.570 0.630 3.518  0.002
H 0.306 -1.598 3.329  0.000
P 0.572 -0.816 -2.221  -0.090
C 1.129 -2.552 -2.295  -0.005
C -0.678 -0.752 -3.536  -0.009
H 1.851 1.117 -2.860  0.002
H 2.193 -0.235 -4.008  -0.001
H 2.871 -0.256 -2.346  0.000
C 2.014 0.037 -2.956  0.011
H -1.101 0.256 -3.645  0.000
H -0.162 -1.036 -4.460  -0.002
H 1.276 -2.882 -3.335  -0.003
H 0.394 -3.206 -1.816  0.000
H -1.450 -1.497 -3.303  0.002
H 2.078 -2.620 -1.754  0.001
C -0.283 -1.465 0.451  -0.064
O -0.223 -2.578 0.802  0.045
F 2.030 -0.338 0.150  0.119

Summary:
- 2S+1 = 5
- <S²> = 6.128
- LUMO level (spin up / spin down) (Ha) = -0.3272 / -0.3270
- Kohn-Sham gap (spin up / spin down) (eV) = 6.34 / 6.70
- net charge = +2
- highest occupied orbital energy (spin up / spin down) (eV) = -15.25 / -15.60

=====

# C9H21HgN4O6

A molecular structure, C9H21HgN4O6 in a non-equilibrium geometry (ωB97M-V/def2-TZVPD, OMol25).

Last column: Löwdin charge in e.
Element x y z (Å)
Hg -9.716 -13.485 -16.854  1.373
N -7.781 -12.399 -19.448  -0.638
O -6.860 -11.551 -19.203  -0.003
O -8.325 -12.934 -18.513  -0.179
O -8.118 -12.721 -20.537  0.047
C -11.667 -17.094 -19.198  0.034
C -10.842 -15.846 -19.251  -0.531
O -10.830 -15.067 -18.273  -0.095
N -10.212 -15.532 -20.366  0.056
C -10.402 -16.084 -21.716  -0.024
H -10.987 -17.706 -18.606  0.089
H -12.047 -17.445 -20.157  0.081
H -12.569 -16.883 -18.623  0.098
H -9.708 -14.669 -20.219  0.119
H -10.148 -15.287 -22.414  0.100
H -11.436 -16.397 -21.864  0.081
H -9.786 -16.979 -21.798  0.093
C -10.825 -10.449 -19.516  0.018
C -11.657 -11.239 -18.542  -0.455
O -11.170 -12.276 -18.025  -0.100
N -12.923 -10.806 -18.379  0.046
C -13.865 -11.346 -17.373  -0.034
H -11.156 -9.413 -19.448  0.087
H -10.883 -10.552 -20.599  0.104
H -9.761 -10.410 -19.281  0.089
H -13.298 -10.349 -19.198  0.154
H -14.464 -12.141 -17.816  0.089
H -14.504 -10.527 -17.042  0.090
H -13.472 -11.785 -16.456  0.087
C -10.091 -17.884 -15.358  0.020
C -9.244 -16.841 -16.007  -0.509
O -9.511 -15.658 -15.944  -0.046
N -8.257 -17.313 -16.827  0.022
C -7.474 -16.490 -17.649  -0.071
H -10.561 -18.616 -16.015  0.092
H -10.900 -17.470 -14.756  0.097
H -9.404 -18.431 -14.712  0.099
H -8.240 -18.318 -16.928  0.152
H -6.512 -16.207 -17.222  0.106
H -7.958 -15.606 -18.064  0.059
H -7.409 -17.088 -18.558  0.103

Summary:
- LUMO level (Ha) = -0.2050
- Kohn-Sham gap (eV) = 6.01
- net charge = +1
- highest occupied orbital energy (eV) = -11.59

=====

# C9H21IInNOP2

A molecular structure, C9H21IInNOP2 in a non-equilibrium geometry (ωB97M-V/def2-TZVPD, OMol25).

Last column: Löwdin charge in e.
Element x y z (Å)
C -0.771 0.069 -2.185  -0.220
I 1.147 0.163 2.965  0.952
H 0.144 0.166 -2.808  -0.010
H -1.439 0.955 -2.190  0.014
H -1.284 -0.915 -2.244  0.009
In 0.591 0.219 -0.445  0.660
P 0.277 2.648 -0.002  0.692
C -1.191 3.298 0.775  -0.190
C 1.731 3.066 0.951  -0.286
H 1.926 4.092 0.631  0.071
H 0.680 4.294 -1.530  0.075
H 2.571 2.403 0.704  0.054
H 1.294 2.719 -2.180  0.072
H -1.271 2.921 1.800  0.074
H 1.487 2.987 2.015  0.017
C 0.457 3.235 -1.686  -0.219
H -1.013 4.377 0.759  0.086
H -0.472 3.080 -2.247  0.072
H -2.088 3.035 0.201  0.075
P 0.251 -2.504 0.005  0.784
C -1.212 -3.291 0.754  -0.196
C 0.439 -3.145 -1.675  -0.213
H 2.553 -2.280 0.741  0.055
H 1.907 -3.960 0.679  0.071
H 1.460 -2.856 2.049  0.041
C 1.702 -2.930 0.985  -0.248
H 1.257 -2.609 -2.181  0.071
H 0.697 -4.193 -1.475  0.073
H -1.038 -4.340 0.751  0.068
H -2.107 -2.934 0.217  0.085
H -0.518 -3.028 -2.201  0.066
H -1.385 -3.063 1.830  0.062
C -1.962 0.186 0.628  -0.149
O -3.019 0.115 1.066  0.154
N -1.008 -1.018 2.851  -0.023
C -0.796 -0.961 1.693  -0.699

Summary:
- LUMO level (spin up / spin down) (Ha) = -0.3334 / -0.3672
- Kohn-Sham gap (spin up / spin down) (eV) = 5.93 / 4.45
- net charge = +2
- highest occupied orbital energy (spin up / spin down) (eV) = -15.00 / -14.45

=====

# C9H21NO

A single C9H21NO molecule (ωB97M-V/def2-TZVPD, OMol25).

Last column: Löwdin charge in e.
Element x y z (Å)
C 3.605 -0.087 -0.899  -0.109
C 2.533 -0.376 0.152  -0.267
C 2.171 0.848 0.993  -0.223
C 1.126 1.736 0.321  -0.217
C -0.282 1.504 0.872  -0.198
C -1.386 2.032 -0.040  -0.175
C -2.160 0.974 -0.797  -0.231
O -2.853 0.099 0.088  -0.146
C -2.859 -1.271 -0.313  -0.219
C -1.591 -1.976 0.125  -0.279
N -1.619 -3.407 -0.212  -0.003
H 3.511 0.907 -1.325  0.069
H 4.593 -0.210 -0.468  0.068
H 3.529 -0.811 -1.706  0.066
H 1.648 -0.787 -0.332  0.090
H 2.908 -1.146 0.823  0.099
H 1.828 0.501 1.966  0.106
H 3.074 1.431 1.162  0.106
H 1.147 1.611 -0.761  0.109
H 1.377 2.778 0.509  0.109
H -0.339 2.034 1.819  0.112
H -0.414 0.455 1.113  0.093
H -0.985 2.716 -0.786  0.113
H -2.105 2.592 0.554  0.112
H -2.907 1.489 -1.408  0.120
H -1.526 0.416 -1.486  0.120
H -3.007 -1.350 -1.388  0.122
H -3.711 -1.725 0.189  0.122
H -0.752 -1.515 -0.389  0.093
H -1.482 -1.798 1.196  0.113
H -0.734 -3.809 0.079  0.062
H -2.339 -3.855 0.346  0.064

Summary:
- SMILES string = CCCCCCCOCCN
- LUMO level (Ha) = 0.0363
- Kohn-Sham gap (eV) = 10.51
- highest occupied orbital energy (eV) = -9.52

=====

# C9H21NP

2 unconnected molecules or ions with the total composition C9H21NP in a non-equilibrium geometry (ωB97M-V/def2-TZVPD, OMol25).

Last column: Löwdin charge in e.
Element x y z (Å)
C 0.269 -0.319 -0.084  -0.190
C -2.547 0.710 1.782  -0.439
C -0.068 -0.446 1.324  -0.019
C -2.891 1.794 0.836  -0.200
C 3.075 0.612 -1.533  -0.077
C 0.592 -1.160 -2.386  0.014
C 0.199 -2.763 -0.514  -0.009
C 0.759 1.058 -0.461  -0.114
C 2.305 1.136 -0.294  -0.158
N 0.310 -1.343 -0.922  -0.095
P -3.414 0.494 3.244  0.882
H -1.084 0.017 1.387  0.003
H 0.549 0.233 1.952  0.139
H -0.152 -1.379 1.671  0.042
H -3.369 2.564 1.296  0.027
H -3.535 1.424 0.031  0.098
H -1.987 2.111 0.298  0.067
H 2.620 0.943 -2.562  0.119
H 2.906 -0.450 -1.616  0.048
H 4.095 0.733 -1.563  0.047
H -0.470 -1.124 -2.732  0.133
H 1.094 -0.251 -2.591  0.033
H 1.278 -1.944 -2.673  0.101
H -0.820 -3.052 -0.316  0.089
H 0.533 -3.512 -1.295  0.120
H 0.640 -2.966 0.510  0.116
H 0.449 1.395 -1.372  0.095
H 0.358 1.740 0.189  0.082
H 2.564 2.177 -0.251  0.114
H 2.609 0.649 0.544  0.079
H -2.550 -0.275 4.034  -0.072
H -4.317 1.193 4.067  -0.077

Summary:
- LUMO level (Ha) = -0.1212
- Kohn-Sham gap (eV) = 8.21
- net charge = +1
- highest occupied orbital energy (eV) = -11.51

=====

# C9H21PS3

A single C9H21PS3 molecule in a non-equilibrium geometry (ωB97M-V/def2-TZVPD, OMol25).

Last column: Löwdin charge in e.
Element x y z (Å)
C 2.995 -0.018 3.083  -0.138
C 1.789 0.845 3.500  -0.342
C 0.520 0.474 2.720  -0.512
S 0.759 0.919 0.941  0.616
P -1.096 0.701 0.003  -0.111
S -2.060 -0.774 0.787  0.200
C -2.053 2.234 0.343  -0.461
C -3.420 2.271 -0.293  -0.169
S -0.807 0.397 -2.108  0.675
C 0.090 -1.195 -2.387  -0.868
C -0.921 -2.361 -2.511  -0.107
C 0.927 -0.969 -3.663  -0.119
C 1.025 -1.488 -1.213  -0.176
H 3.806 0.090 3.852  0.081
H 2.672 -1.073 3.077  0.073
H 3.398 0.235 2.076  0.066
H 1.608 0.637 4.576  0.117
H 2.078 1.867 3.357  0.086
H -0.300 1.064 3.135  0.069
H 0.340 -0.582 2.906  0.069
H -1.454 3.030 -0.035  0.062
H -2.219 2.385 1.395  0.082
H -3.286 2.360 -1.394  0.077
H -3.972 1.362 -0.094  0.048
H -3.981 3.108 0.091  0.069
H -0.437 -3.277 -2.872  0.088
H -1.374 -2.605 -1.538  0.059
H -1.728 -2.103 -3.149  0.058
H 1.632 -0.168 -3.508  0.070
H 0.231 -0.729 -4.494  0.086
H 1.442 -1.903 -3.889  0.086
H 1.761 -0.694 -1.065  0.049
H 1.570 -2.428 -1.353  0.092
H 0.463 -1.612 -0.276  0.024

Summary:
- SMILES string = CCCS[P@@](=S)(CC)SC(C)(C)C
- LUMO level (Ha) = 0.0215
- Kohn-Sham gap (eV) = 8.85
- highest occupied orbital energy (eV) = -8.27

=====

What are the DFT total energy values for these records? In order: -2736.6779, -1179.0126, -1655.2238, -485.4832, -751.1808, -1891.4720 Eh.